*P*
42
Properties=species:S:1:pos:R:3:lowdin_charge:R:1 method="wB97M-V/def2-TZVPD" smiles="CCOc1ccc([C@H]2NC(=O)c3ccccc3O2)cc1OCC" homo_lumo_gap_ev=8.71 e_lumo_ev=0.6 e_homo_ev=-8.1
C -5.17729 -1.42694 0.01895 -0.062
C -4.36160 -1.11071 -1.23199 -0.241
O -3.33900 -0.16668 -0.99211 -0.030
C -2.20093 -0.54850 -0.35711 -0.189
C -1.86815 -1.84017 0.01499 -0.008
C -0.65818 -2.11264 0.63576 -0.035
C 0.23799 -1.09372 0.89768 -0.148
C 1.57314 -1.42153 1.55645 -0.257
N 2.27359 -2.44317 0.80399 0.147
C 2.94045 -2.15634 -0.34960 -0.430
O 3.32954 -3.02147 -1.10513 0.080
C 3.22503 -0.71192 -0.50578 -0.060
C 3.82573 -0.22287 -1.66000 0.000
C 4.19348 1.10542 -1.74576 -0.078
C 3.98627 1.94779 -0.66267 -0.072
C 3.38856 1.47773 0.49208 -0.006
C 2.98807 0.14861 0.56917 -0.220
O 2.38925 -0.28843 1.71744 0.027
C -0.08917 0.21020 0.54123 0.052
C -1.28878 0.49871 -0.08462 -0.172
O -1.68592 1.73022 -0.49620 -0.025
C -0.86332 2.85292 -0.25491 -0.235
C -0.95794 3.35848 1.18251 -0.059
H -5.98406 -2.11003 -0.23233 0.076
H -4.55487 -1.88092 0.78591 0.066
H -5.60164 -0.51039 0.42042 0.080
H -3.95066 -2.02720 -1.67364 0.117
H -5.00123 -0.62864 -1.97659 0.124
H -2.54149 -2.65927 -0.17868 0.107
H -0.42698 -3.12948 0.91437 0.112
H 1.40178 -1.79951 2.57445 0.170
H 2.05132 -3.41089 0.97709 0.151
H 4.00092 -0.91294 -2.47111 0.122
H 4.65317 1.48450 -2.64540 0.102
H 4.28780 2.98325 -0.71938 0.105
H 3.22195 2.12320 1.34072 0.121
H 0.60755 0.99974 0.76482 0.102
H -1.24685 3.61629 -0.93793 0.125
H 0.17827 2.63904 -0.52787 0.116
H -0.36100 4.25970 1.29293 0.076
H -1.99300 3.58839 1.42189 0.079
H -0.60183 2.61021 1.88594 0.068

=====

*Q*
42
Properties=species:S:1:pos:R:3:lowdin_charge:R:1 method="wB97M-V/def2-TZVPD" smiles="O=C(COC(=O)c1ccccc1O)NCCCc1ccccc1" homo_lumo_gap_ev=9.00 e_lumo_ev=0.2 e_homo_ev=-8.8
O -4.40152 -0.86295 -0.74356 0.087
C -3.65308 -0.25535 -0.01724 -0.487
C -3.51909 1.27607 -0.06731 -0.051
O -2.20894 1.70201 0.29043 -0.008
C -1.22541 1.30906 -0.53860 -0.411
O -1.45386 0.66399 -1.54828 0.112
C 0.11431 1.70646 -0.10485 -0.069
C 0.31619 2.38599 1.10162 -0.018
C 1.58034 2.75365 1.49824 -0.084
C 2.67095 2.45544 0.68612 -0.070
C 2.49714 1.78808 -0.50393 -0.014
C 1.22239 1.39192 -0.91938 -0.256
O 1.11039 0.74089 -2.07757 0.092
N -2.88590 -0.81486 0.94228 0.072
C -2.51334 -2.21148 0.91872 -0.165
C -1.12774 -2.38993 0.28663 -0.177
C -0.01787 -1.85641 1.19139 -0.150
C 1.34806 -1.75252 0.56002 -0.224
C 1.65357 -2.26606 -0.69154 -0.042
C 2.92833 -2.13085 -1.21639 -0.078
C 3.91809 -1.48923 -0.49588 -0.097
C 3.62570 -0.97725 0.75709 -0.100
C 2.35197 -1.10591 1.27510 -0.056
H -4.19228 1.74446 0.65265 0.141
H -3.76870 1.60237 -1.08091 0.141
H -0.54177 2.61953 1.71327 0.117
H 1.72600 3.27549 2.43131 0.101
H 3.66323 2.75093 0.99203 0.110
H 3.33095 1.54665 -1.14284 0.122
H 0.16357 0.52094 -2.22905 0.094
H -2.28615 -0.20274 1.47634 0.129
H -2.52944 -2.60399 1.93950 0.123
H -3.26928 -2.72496 0.32181 0.121
H -1.12486 -1.85560 -0.66574 0.110
H -0.96434 -3.44956 0.08703 0.119
H -0.28116 -0.85555 1.55035 0.104
H 0.05764 -2.49816 2.07591 0.128
H 0.90114 -2.77465 -1.27293 0.106
H 3.14514 -2.53028 -2.19593 0.105
H 4.91149 -1.38683 -0.90697 0.101
H 4.38987 -0.47272 1.33017 0.105
H 2.12677 -0.69551 2.25012 0.116

=====

Of them, the most stable is *Q* and the least stable is *P*.